# C54H41AsCl2N4O8S2W

C54H41AsCl2N4O8S2W as an isolated structure (the ωB97M-V functional and the def2-TZVPD basis, the Open Molecules 2025 dataset).

```
! wB97M-V def2-TZVPD RIJCOSX def2/J DEFGRID3
* xyz 2 1
W 0.93 -0.69 0.20
C -5.73 6.49 -1.67
O -5.77 5.20 -1.07
C -5.59 4.13 -1.86
C -5.78 2.88 -1.24
C -5.58 1.72 -1.94
C -5.22 1.77 -3.29
C -5.11 3.00 -3.93
C -5.25 4.18 -3.21
N -5.10 0.62 -4.12
N -4.46 -0.37 -3.76
C -3.67 -0.40 -2.58
C -3.95 -1.28 -1.56
C -3.06 -1.47 -0.49
C -1.87 -0.81 -0.51
O -0.89 -0.94 0.44
C -1.52 0.05 -1.56
N -0.27 0.58 -1.48
C 0.04 1.50 -2.38
C -0.82 1.86 -3.43
C -2.04 1.25 -3.56
C -2.43 0.31 -2.59
H -5.96 7.20 -0.88
H -6.49 6.58 -2.46
H -4.74 6.71 -2.08
H -6.12 2.87 -0.22
H -5.75 0.77 -1.46
H -4.91 3.03 -4.99
H -5.14 5.13 -3.72
H -4.87 -1.84 -1.59
H -3.30 -2.14 0.32
H 1.00 1.98 -2.30
H -0.49 2.61 -4.13
H -2.69 1.49 -4.39
Cl 5.24 3.43 -0.64
C 4.38 2.15 -1.40
C 4.77 1.65 -2.63
C 4.01 0.63 -3.19
C 2.91 0.16 -2.50
N 2.55 0.63 -1.30
C 3.27 1.62 -0.77
H 5.65 2.04 -3.13
H 4.25 0.22 -4.15
H 2.27 -0.61 -2.92
H 2.98 2.01 0.19
C 2.70 5.05 3.61
C 3.39 3.90 3.24
C 2.75 2.90 2.53
C 1.41 3.07 2.20
C 0.71 4.21 2.56
C 1.36 5.20 3.28
As 0.40 1.65 1.35
C -0.10 0.52 2.85
C 0.73 -0.16 3.72
C 0.15 -0.90 4.76
C -1.23 -0.92 4.91
C -2.05 -0.19 4.05
C -1.49 0.54 3.02
C -2.23 1.41 2.08
C -3.61 1.59 2.04
C -4.17 2.45 1.11
C -3.38 3.15 0.20
C -2.00 2.98 0.22
C -1.44 2.13 1.16
H 3.21 5.82 4.17
H 4.43 3.78 3.51
H 3.30 2.01 2.26
H -0.34 4.33 2.30
H 0.82 6.09 3.57
H 1.80 -0.15 3.62
H 0.78 -1.44 5.45
H -1.67 -1.48 5.72
H -3.12 -0.18 4.21
H -4.24 1.06 2.74
H -5.24 2.59 1.10
H -3.84 3.82 -0.51
H -1.38 3.52 -0.48
Cl 4.72 -6.92 -3.73
C 3.60 -5.78 -3.12
C 3.91 -4.42 -3.17
C 3.01 -3.50 -2.67
C 1.80 -3.92 -2.13
C 1.50 -5.28 -2.09
C 2.39 -6.21 -2.58
C 0.82 -3.01 -1.52
O -0.26 -3.32 -1.11
O 1.25 -1.68 -1.40
H 4.85 -4.11 -3.60
H 3.27 -2.45 -2.69
H 0.55 -5.60 -1.67
H 2.17 -7.27 -2.55
C -0.15 -3.84 2.15
C 1.20 -3.46 1.63
O 1.25 -2.19 1.13
C 2.32 -4.21 1.66
C 3.69 -3.92 1.11
C 4.79 -4.32 2.06
C 4.61 -5.39 2.84
C 3.33 -6.09 2.83
C 2.25 -5.53 2.28
H -0.87 -3.07 1.87
H -0.14 -3.92 3.24
H -0.49 -4.79 1.74
H 3.78 -4.60 0.24
H 5.73 -3.79 2.02
H 5.41 -5.74 3.49
H 3.26 -7.05 3.33
H 1.29 -6.03 2.35
O 3.55 -1.52 2.90
S 3.86 -0.90 1.65
O 2.59 -0.10 1.14
O 4.92 0.04 1.52
S 4.10 -2.37 0.23
*
```

Summary:
Frontier orbital gap = 5.47 eV
Energy above the lowest of the compared OMol25 structures with the same formula, charge and spin = 57.02 kcal/mol
HOMO = -12.5 eV
LUMO level = -7.0 eV
Electronic energy = -6922.4264 Ha
Max |F| = 2.94 eV/Å

=====

# CH3N2O4S

An isolated ion of composition CH3N2O4S and charge +1 (the ωB97M-V functional and the def2-TZVPD basis, the Open Molecules 2025 dataset).

```
! wB97M-V def2-TZVPD RIJCOSX def2/J DEFGRID3
* xyz 1 1
C -0.26 0.48 -0.33
N 1.08 0.44 -0.16
N -0.87 1.47 -0.95
O 0.08 -2.77 0.35
O -0.90 -0.47 0.20
O -0.23 -1.49 2.40
O 1.43 -0.63 0.67
S 0.14 -1.58 1.06
H 1.80 0.77 -0.82
H -1.80 1.41 -1.33
H -0.47 2.38 -1.07
*
```

Summary:
Frontier orbital gap = 11.66 eV
Energy above the lowest of the compared OMol25 structures with the same formula, charge and spin = 0.00 kcal/mol
HOMO = -16.2 eV
LUMO level = -4.5 eV
Electronic energy = -848.2028 Ha
SMILES = [NH2+]=C1NOS(=O)(=O)O1
Max |F| = 2.59 eV/Å

=====

- The highest energy above the lowest of the compared OMol25 structures with the same formula, charge and spin belongs to which entry?
  C54H41AsCl2N4O8S2W